# 1
The following is a DFT calculation (the ωB97M-V functional and the def2-TZVPD basis) of a molecular structure, C24H40BF2GaN11O3S2.

Geometry as XYZ:
```
84
Properties=species:S:1:pos:R:3:mulliken_charge:R:1
Ga 8.37695 2.87599 16.38121 -0.52
N 14.72994 4.21845 20.64939 -0.56
C 13.90325 3.50898 19.79512 1.11
C 14.04020 3.52659 18.37210 -0.97
C 13.18154 2.73177 17.61571 -0.18
C 12.22269 1.93235 18.25849 -0.48
C 12.01989 2.01402 19.62182 -0.57
C 12.92885 2.74687 20.39401 -0.94
S 10.94441 0.99333 17.48158 1.41
O 10.60915 -0.25317 18.18801 -0.69
O 11.24109 0.90797 16.04447 -0.50
N 9.64692 2.06600 17.66056 0.11
C 8.68242 1.92459 18.61148 0.35
N 8.70253 1.39016 19.83447 -0.36
C 7.51809 1.38904 20.54309 -0.15
C 6.27383 1.70228 20.05143 -0.75
C 6.36442 2.19136 18.70288 0.06
N 7.54867 2.44435 18.13289 -0.15
H 15.36756 4.92118 20.28135 0.23
H 14.19253 4.51903 21.48809 0.22
H 14.87599 4.08093 18.01975 0.41
H 13.15531 2.69760 16.53677 0.59
H 11.17266 1.51001 20.03835 0.51
H 12.82572 2.82732 21.47881 0.31
H 7.59617 0.88093 21.57020 0.35
H 5.35836 1.48183 20.59220 0.40
H 5.57490 2.39550 18.00721 0.50
C 9.23255 7.63380 16.25481 -0.73
N 10.24959 6.52118 16.22436 0.21
C 11.67126 6.86020 16.03947 -1.02
C 10.05269 5.29666 16.49458 0.26
O 8.88337 4.75575 16.68355 -0.04
H 8.94035 7.88567 17.32693 0.24
H 8.35542 7.30104 15.66127 0.33
H 9.59078 8.54026 15.77337 0.33
H 12.27806 6.84684 16.96856 0.29
H 11.78863 7.88852 15.68832 0.33
H 12.04493 6.25322 15.21411 0.43
H 10.94228 4.67851 16.39896 0.28
C 11.44049 0.65920 12.30940 -0.71
C 10.00970 0.17433 12.21223 -0.86
N 9.18412 0.82300 13.24446 -0.07
C 8.59843 0.43051 14.38306 0.43
S 7.22349 1.44848 15.03754 -0.40
N 8.93011 -0.68873 15.04404 -0.03
C 9.99323 -1.63407 14.76815 -0.01
C 9.41296 -2.98038 14.34215 -1.46
H 12.05549 -0.03077 11.69038 0.31
H 11.82336 0.72693 13.35924 0.10
H 11.55018 1.63008 11.82090 0.39
H 9.94390 -0.89940 12.31211 0.37
H 9.59429 0.27706 11.18109 0.39
H 8.91036 1.77788 13.04855 0.27
H 8.53008 -0.79929 15.96046 0.29
H 10.60200 -1.67240 15.71587 0.28
H 10.60072 -1.06942 14.03188 0.02
H 9.27700 -3.62719 15.21888 0.43
H 10.14161 -3.54371 13.72432 0.37
H 8.42784 -3.00950 13.84515 0.29
C 9.95356 7.85983 19.80044 -0.28
N 11.20955 8.26975 20.40944 -0.05
C 11.38685 9.76765 20.08147 -0.53
N 10.26423 10.56094 20.58843 0.05
C 8.98753 10.09791 20.02341 -0.51
N 8.76591 8.63475 20.33320 0.18
C 8.77055 8.46212 21.84435 -1.00
N 10.02228 8.88389 22.45971 0.02
C 11.09724 8.12272 21.85321 -0.84
C 10.17368 10.32373 22.06865 -0.78
H 9.78774 6.79856 20.01258 0.43
H 10.04000 8.07991 18.72083 -0.23
H 11.31338 9.81347 18.97208 0.29
H 12.32367 10.15404 20.46033 0.35
H 8.84254 10.27476 18.92549 0.25
H 8.08360 10.64604 20.40325 0.29
H 8.49430 7.43073 21.99551 0.73
H 7.98851 9.05010 22.28002 0.20
H 10.93961 7.09496 22.07960 0.43
H 11.96243 8.56617 22.31678 0.42
H 11.13705 10.61321 22.48994 0.40
H 9.28414 10.83313 22.46855 0.39
F 7.14890 7.58032 18.68156 -0.31
B 7.36207 8.17100 19.86550 0.31
F 6.29601 8.63573 20.51869 -0.30
```

Its charge is +1. Its LUMO energy (alpha / beta) is -2.3 / -2.3 eV. The calculation puts the HOMO energy (alpha / beta) at -0.21876 / -0.27207 Eh. The value obtained for the HOMO-LUMO gap (alpha / beta) is 3.70 / 5.15 eV.

***

# 2
The following is a DFT calculation (the ωB97M-V functional and the def2-TZVPD basis) of 11 unconnected molecules or ions with the total composition C24H40BO48S10.

Geometry as XYZ:
```
123
Properties=species:S:1:pos:R:3:mulliken_charge:R:1
O -1.82737 -2.40502 1.59390 -0.40
C -1.29726 -1.76449 0.73776 0.49
O -0.43645 -0.76235 0.86934 -0.33
B -0.08647 -0.27258 -0.47551 1.59
O -0.78132 -1.11143 -1.46294 -0.74
C -1.58537 -1.91256 -0.78499 0.25
O -2.41117 -2.67365 -1.18699 -0.40
O 1.34750 -0.40067 -0.71602 -0.19
C 1.87585 0.78977 -0.93497 0.62
O 2.99476 0.97776 -1.32083 -0.49
C 0.74904 1.85303 -0.83487 0.28
O -0.34747 1.17695 -0.57865 -1.09
O 0.96345 3.02946 -0.78981 -0.49
C 5.30445 1.47995 -3.50962 -0.13
C 6.31344 0.57813 -4.19898 -0.22
O 7.60168 0.91931 -3.69633 -0.40
S 7.55479 2.37327 -2.89679 1.14
O 8.29468 3.41457 -3.51934 -0.56
O 7.59143 2.12006 -1.48907 -0.49
O 5.97400 2.69091 -3.27700 -0.38
H 5.07107 1.08756 -2.51422 0.23
H 4.41868 1.58504 -4.12776 0.26
H 6.34876 0.74206 -5.27877 0.32
H 6.05136 -0.46342 -4.01648 0.21
C 2.38952 -3.36781 0.21671 -0.15
C 1.73505 -4.49812 1.04471 -0.27
O 0.78316 -5.13395 0.22470 -0.35
S 1.03345 -4.80536 -1.36280 1.30
O -0.21475 -4.69251 -2.03178 -0.51
O 2.05914 -5.64650 -1.90576 -0.63
O 1.66141 -3.34283 -1.00480 -0.18
H 3.42472 -3.60713 -0.02627 0.40
H 2.35015 -2.38247 0.67115 0.03
H 1.22777 -4.17658 1.95390 0.17
H 2.51408 -5.19933 1.35479 0.28
C 0.64399 6.22290 -0.85057 0.25
C -0.80316 5.82131 -0.76412 -0.13
O -1.51714 7.06544 -0.74764 -0.41
S -0.67139 8.09351 0.18915 1.08
O -1.09634 7.87448 1.54031 -0.52
O -0.70508 9.39834 -0.36863 -0.55
O 0.77593 7.43207 -0.04392 -0.32
H 0.91693 6.58437 -1.84134 0.41
H 1.32344 5.48458 -0.44154 -0.34
H -1.07694 5.36397 0.18828 0.24
H -1.02344 5.19438 -1.62335 0.32
C 4.14058 4.42087 1.13458 0.32
C 4.40922 3.42486 -0.01024 -0.17
O 5.67559 3.78487 -0.54353 -0.22
S 6.61491 4.53519 0.53159 1.11
O 7.36028 5.62502 -0.00387 -0.57
O 7.25680 3.62289 1.42269 -0.55
O 5.29421 5.18053 1.37421 -0.47
H 3.81757 3.90108 2.04009 0.20
H 3.27445 5.02109 0.84532 -0.06
H 3.65661 3.50334 -0.78587 0.19
H 4.53270 2.41156 0.37185 0.15
C 1.93250 0.13768 -4.62490 0.35
C 0.97733 -1.05317 -4.42380 0.39
O 1.70672 -2.21497 -4.81731 -0.44
S 3.24704 -1.98788 -4.43914 1.18
O 4.12496 -2.72105 -5.29905 -0.65
O 3.38777 -2.03224 -3.00970 -0.41
O 3.17657 -0.43801 -4.96864 -0.33
H 2.06056 0.70656 -3.69796 -0.35
H 1.52820 0.88035 -5.31225 0.47
H 0.18555 -1.06428 -5.17756 0.33
H 0.50253 -1.14295 -3.44918 -0.45
C -1.67137 -3.08160 4.92556 -0.12
C -0.70959 -1.92665 4.65308 0.33
O -0.78132 -1.03994 5.76104 -0.30
S -2.10390 -1.24095 6.66706 1.01
O -2.99785 -0.15234 6.41086 -0.48
O -1.72556 -1.42966 8.03730 -0.58
O -2.60543 -2.54914 5.89519 -0.35
H -1.29869 -3.93579 5.49606 0.32
H -2.20759 -3.37754 4.02830 0.07
H -1.11461 -1.43037 3.77002 -0.22
H 0.32639 -2.25205 4.61656 0.31
C -4.33772 -1.64070 -3.62497 0.16
C -5.27202 -2.78463 -4.01980 -0.45
O -5.86284 -3.23962 -2.77039 -0.34
S -6.14337 -1.94402 -1.82722 1.12
O -5.96006 -2.15718 -0.42993 -0.45
O -7.32737 -1.26875 -2.23416 -0.60
O -4.87560 -1.11812 -2.39573 -0.19
H -4.31146 -0.87875 -4.39650 0.34
H -3.38662 -2.04610 -3.27982 -0.16
H -4.77690 -3.69942 -4.32626 0.30
H -6.13081 -2.37718 -4.55560 0.34
C -3.38321 -6.35528 -0.32832 0.01
C -3.52559 -5.28837 0.75911 0.64
O -4.42126 -5.80203 1.77300 -0.31
S -4.90574 -7.30050 1.39641 1.06
O -6.31262 -7.34489 1.51091 -0.54
O -4.00714 -8.25725 1.96019 -0.55
O -4.54951 -7.16232 -0.16893 -0.39
H -2.46150 -6.94003 -0.28250 0.24
H -3.47396 -5.98838 -1.34881 0.20
H -3.97679 -4.41145 0.29747 -0.22
H -2.62304 -5.00710 1.29286 -0.14
C -0.41326 3.58883 2.60687 0.00
C 0.39289 2.31981 2.64312 0.65
O 0.18347 1.72802 3.90084 -0.12
S -0.04808 2.83921 5.01539 1.19
O 1.25116 3.10944 5.55956 -0.64
O -1.13440 2.49972 5.88652 -0.48
O -0.49351 3.98614 3.97967 -0.40
H -1.46398 3.47598 2.31695 0.07
H -0.00778 4.43045 2.04472 0.19
H 1.44179 2.45219 2.36161 0.15
H 0.00239 1.63771 1.88427 -0.70
C -3.84999 0.91224 0.82820 -0.05
C -4.72820 -0.15877 1.52464 0.13
O -4.79148 0.20782 2.91478 -0.43
S -3.81941 1.41788 3.27443 0.93
O -2.52803 0.85660 3.56821 -0.06
O -4.43670 2.32149 4.17548 -0.67
O -3.80242 1.99037 1.76833 -0.50
H -4.28860 1.35537 -0.05931 0.38
H -2.82847 0.53864 0.73530 -0.01
H -4.25955 -1.13949 1.55933 -0.11
H -5.73844 -0.17733 1.12950 0.23
```

Its charge is -1. Its LUMO energy is 1.0 eV. The calculation puts the HOMO energy at -0.32820 Eh. The value obtained for the HOMO-LUMO gap is 9.97 eV.

***

# 3
The following is a DFT calculation (the ωB97M-V functional and the def2-TZVPD basis) of 12 unconnected molecules or ions with the total composition C24H40BrCl22N4.

Geometry as XYZ:
```
91
Properties=species:S:1:pos:R:3:mulliken_charge:R:1
C 4.53497 1.31841 -0.76643 -0.52
C 4.11041 2.58546 0.16417 -0.28
C 3.57252 3.82870 -0.72548 -0.48
Br 5.09662 4.83561 -1.52979 -0.12
N 2.73332 4.70636 0.16126 0.16
C 1.46967 4.34993 0.48193 -0.18
N 0.76996 3.16095 0.02093 -0.22
C -0.49547 3.26248 0.69659 0.69
N -0.66734 4.43878 1.50841 0.23
C -1.79264 4.90565 2.36645 -0.48
C -3.22317 4.88565 1.65430 -0.62
C -3.72308 3.43448 1.21618 0.50
C -3.52678 2.12245 2.01626 -0.22
C -4.03252 0.75513 1.42778 -0.04
C -4.74241 0.62693 0.01507 0.03
C -4.96102 1.97094 -0.76048 -0.29
C -4.45473 3.31547 -0.17148 -0.57
N 0.55095 5.07145 1.35397 -0.07
H 5.12128 0.52323 -0.17911 -0.09
H 5.05545 1.64126 -1.73469 0.29
H 3.55674 0.79282 -1.09563 0.22
H 4.99693 2.87251 0.83880 0.31
H 3.22043 2.23189 0.78926 0.25
H 2.88741 3.42075 -1.55714 0.40
H 3.10795 5.56660 0.59029 0.29
H -1.30839 2.45221 0.56881 -0.41
H -1.76423 4.34750 3.37159 0.22
H -1.56447 6.01244 2.62398 0.37
H -3.98275 5.27427 2.43770 0.34
H -3.31781 5.57056 0.74362 0.36
H -3.00024 2.13069 3.02777 0.23
H -3.87276 -0.23095 2.00470 -0.16
H -5.09747 -0.34710 -0.46163 0.01
H -5.45536 1.98819 -1.78428 0.34
H -4.60501 4.26604 -0.79099 0.23
H 0.71227 5.96025 1.84359 0.27
C -0.77836 -0.25490 -1.12720 -0.34
Cl -2.31905 0.30667 -0.45118 0.04
Cl -0.23426 -1.73694 -0.33107 -0.12
H -0.90844 -0.45193 -2.19084 0.34
H -0.02483 0.51981 -0.98582 0.10
C 5.83710 -2.88760 0.01389 0.04
Cl 5.81426 -1.57446 1.19806 -0.18
Cl 5.14381 -2.36904 -1.52793 -0.17
H 6.86819 -3.20010 -0.14833 0.02
H 5.25517 -3.72292 0.40081 0.28
C -2.55074 -4.07301 1.94372 0.67
Cl -3.50968 -5.54805 2.09675 -0.17
Cl -3.39477 -2.68822 2.64710 -0.23
H -1.60259 -4.21358 2.46080 -0.31
H -2.36980 -3.87617 0.88746 0.04
C -1.27351 -8.52215 3.38411 0.18
Cl -0.22627 -9.23317 2.15084 -0.15
Cl -0.43542 -8.38720 4.93581 -0.18
H -1.57819 -7.52822 3.05918 -0.15
H -2.15141 -9.15415 3.51004 0.30
C 1.55279 -4.97824 4.43415 0.05
Cl 1.46064 -3.65396 5.60082 -0.17
Cl 0.87731 -4.50117 2.87053 -0.14
H 2.59637 -5.25780 4.29761 0.30
H 0.99006 -5.82824 4.81782 -0.06
C 2.26171 8.43756 -0.30574 -0.33
Cl 2.28339 7.96842 1.40154 -0.20
Cl 1.29370 7.31390 -1.26806 -0.11
H 1.83539 9.43590 -0.39234 0.39
H 3.28311 8.43872 -0.68430 0.28
C -4.66611 -2.58971 -2.45241 0.67
Cl -6.19546 -2.01871 -1.77277 -0.20
Cl -4.13536 -4.07789 -1.66286 -0.12
H -4.80012 -2.78108 -3.51747 -0.34
H -3.90653 -1.82150 -2.30736 -0.03
C -2.26241 -7.43208 -2.37471 -0.15
Cl -1.21892 -8.13940 -3.61340 -0.16
Cl -1.42036 -7.30435 -0.82521 -0.09
H -2.56701 -6.43664 -2.69501 0.11
H -3.14055 -8.06382 -2.24882 0.30
C 9.37782 -3.07453 2.60953 -0.28
Cl 9.07022 -3.66328 0.97109 -0.15
Cl 8.04353 -3.48096 3.69448 -0.13
H 10.29147 -3.53342 2.98440 0.32
H 9.49375 -1.99209 2.58058 0.25
C 2.61479 6.56107 -4.86509 0.15
Cl 0.98286 6.74466 -5.51990 -0.15
Cl 3.80245 7.41438 -5.85678 -0.15
H 2.63858 6.96902 -3.85560 -0.08
H 2.86923 5.50222 -4.84116 0.23
C -7.07456 -3.90596 -5.58774 -0.27
Cl -6.92592 -5.14192 -4.33376 -0.13
Cl -5.62984 -2.88793 -5.65493 -0.18
H -7.20833 -4.39376 -6.55212 0.32
H -7.93812 -3.28008 -5.36750 0.26
```

Its charge is +1. Its LUMO energy is -2.9 eV. The calculation puts the HOMO energy at -0.39630 Eh. The value obtained for the HOMO-LUMO gap is 7.91 eV.

***

Short version: calculated total energy = -128221.6101; -232844.1611; -377020.6867 eV, in the order given.